Model w:
Molecular formula: C6H9NO
Method: DFT, ωB97M-V/def2-TZVPD

Each line ends with the natural charge from an NBO analysis.
Atoms and positions in Å:
C 0.9617 -1.3800 -0.7502  -0.377
C 0.5792 -0.9950 0.4760  0.337
C -0.0724 -2.1123 -1.2986  -0.039
C -0.7695 1.5925 0.4899  -0.038
C 1.0868 -0.2392 1.6462  -0.660
C -0.9895 2.4186 -0.7248  -0.812
N -1.0898 -2.1715 -0.4968  -0.109
O -0.7217 -1.5752 0.6747  -0.314
H 1.9246 -1.2074 -1.0465  0.231
H -0.1688 -2.5336 -2.3062  0.221
H -1.2814 0.5545 0.5881  0.127
H 1.7105 0.4761 1.3813  0.228
H 1.7162 -0.8787 2.3413  0.226
H 0.1386 0.0744 2.1548  0.262
H -0.9858 3.5295 -0.4027  0.240
H -1.9000 2.1854 -1.3398  0.210
H -0.1389 2.2619 -1.3869  0.266

## Properties
- Highest occupied orbital energy (spin up / spin down): -8.39 / -8.41 eV
- Gap between HOMO and LUMO (spin up / spin down): 8.25 / 8.23 eV

---

Model x:
Molecular formula: C6H9NO
Method: DFT, ωB97M-V/def2-TZVPD

Each line ends with the natural charge from an NBO analysis.
Atoms and positions in Å:
C -2.4656 1.4036 -0.3746  -0.385
C -1.9534 0.2890 0.1096  -0.163
C -0.6623 0.2323 0.8694  -0.488
C 0.4399 -0.4351 0.0840  -0.062
C 0.2925 -1.5823 -0.5673  -0.367
C 1.7179 0.3454 0.0337  0.637
N 2.8481 -0.3954 -0.0665  -0.815
O 1.7496 1.5569 0.0874  -0.606
H -1.9740 2.3529 -0.2416  0.196
H -3.3915 1.4160 -0.9247  0.197
H -2.4605 -0.6554 -0.0381  0.188
H -0.8127 -0.3188 1.8034  0.224
H -0.3340 1.2451 1.1091  0.247
H 1.0743 -2.0151 -1.1691  0.196
H -0.6381 -2.1239 -0.5543  0.201
H 3.7323 0.0833 -0.1078  0.405
H 2.8376 -1.3982 -0.0525  0.396

## Properties
- Highest occupied orbital energy: -9.67 eV
- SMILES: C=CCC(=C)C(N)=O
- Gap between HOMO and LUMO: 10.50 eV

---

Model y:
Molecular formula: C6H9NO
Method: DFT, ωB97M-V/def2-TZVPD

Each line ends with the natural charge from an NBO analysis.
Atoms and positions in Å:
C -1.2643 -0.3671 -0.4108  0.055
C -1.4575 1.1629 -0.1381  -0.188
C -0.2831 1.8517 0.0607  -0.215
C 0.6758 0.7465 0.4445  -0.054
C 1.3396 -1.1671 0.0258  -0.194
C 0.1387 -0.4059 -0.4104  -0.321
H -2.4665 -2.2013 -0.1113  0.448
H -1.6665 -0.6155 -1.3441  0.189
H -2.4552 1.8487 -0.0123  0.225
H -0.3904 2.9785 0.3337  0.233
H 0.6974 0.7720 1.7289  0.177
H 3.0486 0.3053 0.4249  0.376
H 1.2926 -1.7810 1.0122  0.193
H 1.9815 -1.6023 -0.9100  0.186
H 0.6907 -0.2823 -1.3665  0.255
N 1.9712 0.0775 0.0131  -0.662
O -1.8527 -1.3205 0.6596  -0.703

## Properties
- Highest occupied orbital energy: -8.46 eV
- Gap between HOMO and LUMO: 8.63 eV

---

Model z:
Molecular formula: C6H9NO
Method: DFT, ωB97M-V/def2-TZVPD

Each line ends with the natural charge from an NBO analysis.
Atoms and positions in Å:
C -0.1495 0.2421 2.0528  -0.422
N 0.2992 -0.5727 0.9143  -0.522
C 1.5940 0.3999 0.0113  0.624
C 0.8458 0.4103 -1.1464  -0.329
C -0.6418 -0.6669 -0.2602  -0.018
C 0.9062 0.3266 -2.4687  -0.345
C -1.9032 -0.1289 -0.2714  -0.492
O 2.5602 0.8431 0.5587  -0.557
H 0.5887 -1.4927 1.2459  0.402
H -0.4843 -1.6038 -0.7840  0.218
H -1.1153 -0.0802 2.4416  0.211
H -0.2477 1.2664 1.6975  0.219
H 0.6231 0.2010 2.8184  0.222
H 0.0953 0.6876 -3.0940  0.192
H 1.7536 -0.1766 -2.9264  0.187
H -2.6007 -0.4525 -1.0278  0.213
H -2.1235 0.7971 0.2383  0.198

## Properties
- Highest occupied orbital energy (spin up / spin down): -7.07 / -7.07 eV
- Gap between HOMO and LUMO (spin up / spin down): 7.36 / 7.36 eV

---

Most stable structure, least stable structure: model x, model y.

---

Model w:
Molecular formula: C10H21N5O4
Method: DFT, ωB97M-V/def2-TZVPD

Each line ends with the natural charge from an NBO analysis.
Atoms and positions in Å:
H 2.8928 1.9690 0.0144  0.357
N 3.8290 1.8784 -0.4447  -0.835
C 4.6219 0.9981 0.0449  0.590
N 5.9873 1.0866 -0.2334  -0.814
N 4.2859 -0.0227 0.8975  -0.640
C 2.8910 -0.4044 1.1108  -0.219
C 2.3234 -1.4797 0.1651  -0.425
C 0.8307 -1.3302 -0.0423  -0.387
C 0.3982 -0.4339 -1.2277  -0.132
N 0.9498 0.8866 -1.0317  -0.877
C -1.0933 -0.4633 -1.3758  0.674
O -1.6270 -1.5034 -1.7874  -0.645
N -1.8167 0.5189 -0.7677  -0.625
C -3.2373 0.4644 -0.6670  -0.179
C -3.7093 1.8213 -0.0570  0.793
O -2.9254 2.7003 0.3355  -0.589
O -5.0467 1.9282 0.0637  -0.673
C -3.7456 -0.7074 0.2040  0.090
C -3.4476 -0.5171 1.7263  -0.648
O -5.1502 -0.7696 0.0747  -0.754
H 6.5236 0.2463 -0.2417  0.368
H 6.1060 1.6123 -1.0521  0.392
H 5.0332 -0.6526 1.2936  0.393
H 2.8657 -0.8451 2.1273  0.201
H 2.3040 0.5230 1.0790  0.217
H 2.4992 -2.4688 0.5761  0.211
H 2.8569 -1.4506 -0.7565  0.207
H 0.3955 -2.3185 -0.1780  0.226
H 0.3404 -0.9303 0.8451  0.204
H 0.7929 -0.8610 -2.1392  0.192
H 1.9941 0.8538 -1.1778  0.396
H 0.5610 1.5155 -1.7256  0.366
H -1.3014 1.3551 -0.4988  0.445
H -3.6945 0.3684 -1.6911  0.236
H -5.4378 1.0333 -0.1299  0.517
H -3.3022 -1.6355 -0.1764  0.218
H -3.8269 -1.3998 2.2641  0.209
H -2.4240 -0.3491 1.9969  0.225
H -3.9822 0.3483 2.1189  0.219
H -5.5143 -1.5647 0.4638  0.496

## Properties
- Highest occupied orbital energy: -8.88 eV
- SMILES: [H]/N=C(/N)NCCC[C@H](N)C(=O)N[C@H](C(=O)O)[C@@H](C)O
- Gap between HOMO and LUMO: 9.40 eV

---

Model x:
Molecular formula: C10H21N5O4
Method: DFT, ωB97M-V/def2-TZVPD

Each line ends with the natural charge from an NBO analysis.
Atoms and positions in Å:
C -0.5213 -2.6776 -1.4123  -0.412
N -1.1045 -1.3477 -1.2330  -0.604
C -0.4834 -0.1624 -1.2754  0.687
O -1.1220 0.8437 -0.9781  -0.636
C 1.0122 -0.0683 -1.6892  -0.132
C 1.5584 1.3714 -1.7303  -0.493
C 1.5993 1.9913 -0.3465  0.676
N 1.0608 3.1727 -0.1654  -0.792
O 2.1301 1.4206 0.5875  -0.651
N 1.3508 -0.7345 -2.9566  -0.615
C 0.7092 -0.5726 -4.1139  0.668
C 1.2532 -1.3496 -5.2895  -0.708
O -0.2653 0.1499 -4.2590  -0.622
H 0.4256 -2.7529 -0.8738  0.202
H -0.3578 -2.8744 -2.4732  0.193
H -1.2045 -3.4325 -1.0191  0.216
H -2.0876 -1.2912 -1.0158  0.410
H 1.5592 -0.5919 -0.9031  0.246
H 2.5775 1.3707 -2.1145  0.236
H 0.9384 1.9753 -2.3933  0.233
H 1.0790 3.5224 0.7746  0.408
H 0.5205 3.5901 -0.8998  0.401
H 2.1544 -1.3393 -2.9574  0.399
H 1.1528 -2.4152 -5.0952  0.223
H 0.6833 -1.0854 -6.1795  0.247
H 2.3002 -1.0943 -5.4408  0.222
N -1.3758 0.8515 5.8268  -0.832
C -1.5522 0.1792 4.5553  0.078
C -1.4080 1.1068 3.3760  -0.441
C -0.8252 0.2003 2.3009  -0.080
O -0.1647 -0.8659 2.9966  -0.397
N -0.4154 -0.6965 4.3829  -0.345
H -1.1222 0.1853 6.5518  0.362
H -2.2033 1.3855 6.0808  0.358
H -2.4948 -0.3791 4.5065  0.134
H -2.3603 1.5501 3.0751  0.214
H -0.6985 1.9071 3.6071  0.223
H -1.6197 -0.2072 1.6689  0.166
H -0.1268 0.7516 1.6672  0.209
H -0.5517 -1.5867 4.8567  0.346

## Properties
- Highest occupied orbital energy: -7.87 eV
- SMILES: CNC(=O)[C@H](CC(N)=O)NC(C)=O.N[C@H]1CCON1
- Gap between HOMO and LUMO: 8.45 eV

---

Most stable structure, least stable structure: model w, model x.

---

Model w:
Molecular formula: CH4IN4P
Method: DFT, ωB97M-V/def2-TZVPD

Each line ends with the natural charge from an NBO analysis.
Atoms and positions in Å:
P -1.2191 0.7778 -0.5966  0.329
C 0.3151 -0.2316 -1.0040  -0.236
N -0.0187 -1.5348 -1.2564  -0.223
N 0.1068 -2.2111 -0.2041  0.035
N 0.6967 -1.4213 0.6899  -0.267
N 1.0416 -0.1923 0.2716  -0.276
I 3.2945 0.0931 -0.1546  -0.046
H -0.2212 1.5251 0.1690  0.016
H -1.5694 0.0074 0.6522  -0.015
H 0.8381 0.4468 -1.7911  0.276
H 0.8568 -1.7178 1.6021  0.407

## Properties
- Highest occupied orbital energy (spin up / spin down): -8.50 / -8.50 eV
- SMILES: P[C@@H]1N=NNN1I
- Gap between HOMO and LUMO (spin up / spin down): 7.22 / 7.22 eV

---

Model x:
Molecular formula: CH4IN4P
Method: DFT, ωB97M-V/def2-TZVPD

Each line ends with the natural charge from an NBO analysis.
Atoms and positions in Å:
P -1.0855 -0.0670 -2.2510  0.570
N -0.1124 0.3515 -0.8672  -0.452
C 0.1167 1.4985 -0.2110  0.156
N 0.3462 1.2068 1.0391  -0.283
N 0.2910 -0.1018 1.1348  -0.080
N 0.0062 -0.6686 0.0277  -0.079
H -0.9554 -1.3761 -1.9502  -0.003
H 0.0369 0.0950 -2.9098  -0.045
H -0.1639 2.5176 -0.6917  0.232
I 1.2180 -1.8487 3.9557  -0.133
H 0.3022 -1.6071 2.7237  0.117

## Properties
- Highest occupied orbital energy: -9.27 eV
- SMILES: Pn1cnnn1.I
- Gap between HOMO and LUMO: 9.57 eV

---

Most stable structure, least stable structure: model x, model w.

---

Model w:
Molecular formula: H14O7
Method: DFT, ωB97M-V/def2-TZVPD

Each line ends with the natural charge from an NBO analysis.
Atoms and positions in Å:
O -0.9312 1.1427 1.8017  -0.880
H -0.6588 1.9332 1.3359  0.470
H -0.1152 0.6738 1.9763  0.477
O -1.7465 0.3125 -0.3608  -0.927
H -2.3963 0.9689 -0.6120  0.488
H -1.4590 0.5811 0.5119  0.470
O -1.1103 -0.3685 -2.2813  -0.989
H -0.3889 -0.9842 -2.4106  0.449
H -1.0434 -0.1101 -1.3621  0.449
O 0.1957 -0.7927 -0.0104  -0.911
H 0.3109 0.1533 -0.0991  0.481
H 1.0790 -1.1289 0.1412  0.506
O 1.6302 1.2446 -0.0716  -0.920
H 1.0343 1.8909 -0.4505  0.495
H 1.4730 1.2970 0.8711  0.457
O -1.3413 -2.1611 -0.1375  -0.999
H -0.7441 -1.4246 -0.0069  0.430
H -2.0171 -2.0434 0.5300  0.432
O 2.9654 -0.7011 0.3084  -0.908
H 2.9272 -0.2477 -0.5338  0.489
H 2.3366 -0.2358 0.8601  0.440

## Properties
- Highest occupied orbital energy: -8.76 eV
- Gap between HOMO and LUMO: 7.76 eV

---

Model x:
Molecular formula: H14O7
Method: DFT, ωB97M-V/def2-TZVPD

Each line ends with the natural charge from an NBO analysis.
Atoms and positions in Å:
O 2.2468 -1.3286 -0.3331  -1.011
H 1.8776 -0.7800 -1.1115  0.514
H 3.2372 -1.1977 -0.3923  0.470
O -1.4244 -1.2851 -2.9166  -0.970
H -1.4474 -2.0653 -2.3320  0.474
H -1.7752 -0.5552 -2.3919  0.504
O 1.0055 0.0077 -2.2456  -0.990
H 0.4674 0.6907 -1.7844  0.504
H 0.3003 -0.5863 -2.6261  0.511
O -2.1546 1.3165 1.1773  -0.973
H -2.9058 0.8279 1.5184  0.484
H -1.4201 1.1324 1.8552  0.526
O -0.2257 0.8045 3.1148  -1.009
H 0.1466 1.5281 3.6092  0.482
H 0.5369 0.1645 2.8616  0.524
O -1.5028 0.9343 -1.2426  -1.036
H -1.6629 0.9882 -0.2328  0.510
H -1.9361 1.7155 -1.6073  0.477
O 2.0825 -0.4463 2.2840  -0.990
H 2.0238 -0.5663 1.3018  0.517
H 2.3396 -1.3206 2.6258  0.480

## Properties
- Highest occupied orbital energy: -11.20 eV
- SMILES: O.O.O.O.O.O.O
- Gap between HOMO and LUMO: 11.80 eV

---

Most stable structure, least stable structure: model x, model w.

---

Model w:
Molecular formula: H14O7
Method: DFT, ωB97M-V/def2-TZVPD

Each line ends with the natural charge from an NBO analysis.
Atoms and positions in Å:
O 8.8254 -2.9688 0.3023  -0.989
H 8.7256 -2.1294 0.7514  0.437
H 7.9417 -3.1903 0.0085  0.476
O 6.9934 -5.3305 0.4260  -0.978
H 7.4693 -6.1210 0.1711  0.460
H 6.7750 -4.9042 -0.4027  0.462
O 5.4164 -4.0776 -2.0521  -0.925
H 5.5250 -4.4088 -2.9436  0.482
H 4.9155 -4.7583 -1.6026  0.523
O 4.6095 -4.1269 0.1931  -0.932
H 5.3446 -3.5276 0.3218  0.477
H 3.8455 -3.5558 0.1128  0.467
O 7.6456 -6.3280 -2.7429  -0.954
H 7.4273 -6.5958 -3.6355  0.454
H 8.0497 -5.4661 -2.8430  0.444
O 7.3027 -3.6845 -1.0884  -0.958
H 7.7778 -3.9667 -1.8699  0.479
H 6.4106 -3.5227 -1.3953  0.474
O 8.8206 -4.3446 -2.8854  -0.924
H 9.1657 -3.5396 -3.2714  0.518
H 9.2439 -5.0477 -3.3781  0.506

## Properties
- Highest occupied orbital energy: -9.03 eV
- SMILES: O.O.O.O.O.O.O
- Gap between HOMO and LUMO: 8.87 eV

---

Model x:
Molecular formula: H14O7
Method: DFT, ωB97M-V/def2-TZVPD

Each line ends with the natural charge from an NBO analysis.
Atoms and positions in Å:
O 27.2633 -15.8190 29.6808  -0.940
H 26.6499 -15.3568 30.2520  0.469
H 27.5964 -16.5378 30.2180  0.471
O 27.9383 -19.6000 21.8207  -0.936
H 27.5145 -19.6415 20.9635  0.466
H 27.3021 -19.1564 22.3817  0.470
O 29.7898 -11.6177 27.6134  -0.936
H 29.6276 -12.4754 28.0062  0.470
H 29.3328 -11.0013 28.1857  0.466
O 25.9374 -16.3177 24.9235  -0.946
H 26.3364 -15.5979 24.4347  0.472
H 26.1767 -16.1505 25.8351  0.473
O 22.7892 -21.6277 26.9616  -0.935
H 22.9884 -22.3877 26.4149  0.467
H 23.2172 -20.8948 26.5189  0.468
O 26.6209 -12.1202 22.2958  -0.938
H 27.0109 -11.5086 22.9204  0.470
H 26.6211 -11.6466 21.4640  0.469
O 21.9258 -16.5759 22.0003  -0.936
H 22.4412 -16.6125 21.1945  0.465
H 22.5773 -16.5234 22.6996  0.471

## Properties
- Highest occupied orbital energy: -11.48 eV
- SMILES: O.O.O.O.O.O.O
- Gap between HOMO and LUMO: 11.79 eV

---

Most stable structure, least stable structure: model x, model w.